(1)
{
  "formula": "C40H104N22O13",
  "method": "the ωB97M-V functional and the def2-TZVPD basis",
  "symbols": ["O", "O", "O", "O", "O", "O", "O", "O", "O", "O", "O", "O", "O", "N", "N", "N", "N", "N", "N", "N", "N", "N", "N", "N", "N", "N", "N", "N", "N", "N", "N", "N", "N", "N", "N", "C", "C", "C", "C", "C", "C", "C", "C", "C", "C", "C", "C", "C", "C", "C", "C", "C", "C", "C", "C", "C", "C", "C", "C", "C", "C", "C", "C", "C", "C", "C", "C", "C", "C", "C", "C", "C", "C", "C", "C", "H", "H", "H", "H", "H", "H", "H", "H", "H", "H", "H", "H", "H", "H", "H", "H", "H", "H", "H", "H", "H", "H", "H", "H", "H", "H", "H", "H", "H", "H", "H", "H", "H", "H", "H", "H", "H", "H", "H", "H", "H", "H", "H", "H", "H", "H", "H", "H", "H", "H", "H", "H", "H", "H", "H", "H", "H", "H", "H", "H", "H", "H", "H", "H", "H", "H", "H", "H", "H", "H", "H", "H", "H", "H", "H", "H", "H", "H", "H", "H", "H", "H", "H", "H", "H", "H", "H", "H", "H", "H", "H", "H", "H", "H", "H", "H", "H", "H", "H", "H", "H", "H", "H", "H"],
  "coordinates": [[-25.5373, 0.0041, -18.3687], [-27.9199, 5.9036, -11.2598], [-22.1675, 5.0184, -17.3916], [-21.3397, 4.5668, -12.3408], [-27.8839, 3.7748, -15.6796], [-28.7126, -5.1405, -16.9490], [-19.8205, -2.1652, -7.6115], [-24.6412, -6.1928, -6.4531], [-17.6636, -4.2839, -10.9196], [-25.1890, 0.8754, -12.2577], [-15.5406, 2.3835, -9.3189], [-20.7294, -9.3189, -12.6140], [-23.7257, 5.5523, -6.5193], [-21.2007, -3.7120, -6.9085], [-28.8127, -2.9195, -16.7427], [-25.5297, -5.3089, -7.0233], [-28.7804, 1.7663, -15.9427], [-23.6926, 4.2587, -15.8977], [-26.2811, -0.4461, -20.4262], [-22.8761, 4.7592, -5.6579], [-26.9285, -3.7883, -16.8480], [-22.2260, 0.2087, -12.0183], [-24.3935, 5.0444, -17.7625], [-19.2966, 5.3654, -12.1162], [-21.0312, -7.0702, -12.8024], [-26.3424, 7.1150, -10.3646], [-16.4127, 1.4843, -7.4292], [-25.8664, 5.2112, -11.2010], [-29.4577, 3.0360, -14.3392], [-17.3374, 1.1145, -9.3183], [-20.6728, 6.4724, -13.2626], [-16.3421, -4.6532, -11.4615], [-24.7781, 1.1429, -20.1216], [-19.1755, -7.8455, -12.0081], [-21.8893, -2.4401, -8.4344], [-13.9541, -5.0695, -10.9151], [-26.3057, -4.5786, -6.0798], [-22.9034, 2.5620, -6.9774], [-20.5363, 5.4518, -12.5198], [-22.2668, 2.6493, -4.5083], [-22.4073, -1.3325, -13.8780], [-27.3928, -5.4378, -5.3763], [-20.6427, 5.2022, -6.9389], [-24.5968, -0.3273, -12.8843], [-28.2106, -4.0413, -16.8841], [-27.7774, -3.8135, -8.1888], [-26.9747, -3.3871, -6.9454], [-21.6056, 6.8402, -5.2558], [-24.6610, 3.0938, -5.3920], [-28.6938, 2.9205, -15.3364], [-26.7423, -4.6004, -9.0322], [-24.7888, -6.1328, -9.1882], [-20.8189, 4.6067, -4.4394], [-26.4001, 0.5986, -11.6378], [-26.9694, -7.0223, -8.2219], [-16.9029, -4.2817, -13.7876], [-14.5348, -4.1704, -13.3202], [-21.5513, 5.3572, -5.6497], [-16.0422, -2.3158, -12.5675], [-13.5539, -4.1105, -12.1487], [-20.3427, -8.1455, -12.4905], [-23.1169, -0.1034, -13.1891], [-26.8016, 6.0960, -10.9845], [-25.4888, 0.2248, -19.5442], [-25.3820, -3.8789, -4.9998], [-15.2698, -3.4509, -9.5301], [-15.9556, -3.8959, -12.7099], [-16.3294, 1.6436, -8.7120], [-23.1953, 3.3088, -5.6348], [-15.3528, -4.7854, -10.3725], [-23.3656, 4.8075, -17.0866], [-20.9142, -2.6716, -7.5946], [-15.6934, -6.0418, -9.4042], [-26.0063, -5.7324, -8.3316], [-20.7622, 3.1079, -4.5758], [-26.2832, -2.6984, -7.4308], [-24.2402, 5.3085, -18.7253], [-29.7832, -2.7339, -16.9519], [-17.1149, 0.8715, -7.0402], [-22.1155, 7.2080, -4.3654], [-28.3217, -5.4000, -5.9453], [-17.9946, 0.4666, -8.9079], [-27.2056, -7.3630, -9.2300], [-21.7545, -1.7701, -9.1780], [-18.6134, -8.6534, -11.7815], [-17.2633, 1.1958, -10.3223], [-17.9349, -4.4448, -13.4771], [-20.3208, 4.1825, -7.1503], [-13.2425, -5.1156, -10.0907], [-26.8699, 7.9587, -10.1914], [-20.6116, 7.2640, -5.1126], [-20.5511, -6.2150, -12.5607], [-29.3976, 3.9251, -13.8639], [-16.9385, -1.9745, -12.0495], [-28.1682, -2.1455, -16.6684], [-28.0466, -2.9156, -8.7451], [-21.8348, 2.4092, -7.1282], [-16.5782, -5.1888, -14.2974], [-27.7243, -2.8828, -6.3356], [-26.2505, -0.3403, -21.4302], [-29.6448, 1.2445, -15.9179], [-25.1576, -4.5087, -4.1389], [-27.0962, 0.0934, -12.3074], [-19.6745, 5.6914, -6.8327], [-22.1345, -4.0808, -6.7987], [-22.5885, 2.8736, -3.4913], [-22.7137, -3.0236, -8.4281], [-22.5611, 1.1077, -11.7026], [-21.3448, -1.2220, -14.0951], [-21.5194, 6.4497, -13.8130], [-27.0551, -6.4723, -5.3154], [-24.7945, 2.0612, -5.0695], [-21.3851, 4.7874, -3.5256], [-14.0711, -3.4621, -14.0068], [-25.0545, 1.4773, -21.0337], [-22.8982, -1.5580, -14.8247], [-20.3883, 2.7315, -5.5280], [-17.5331, -3.4863, -10.4015], [-26.5670, -7.9616, -7.8427], [-20.4194, -3.9894, -6.3317], [-24.0386, 1.5349, -19.5563], [-25.2979, 4.7072, -17.4652], [-18.6682, 6.1415, -12.2670], [-25.0777, -6.1758, -10.2383], [-25.9318, -3.0316, -4.5900], [-19.8550, 7.0067, -13.5189], [-13.9360, -6.0888, -11.3009], [-21.1401, 5.6437, -7.8025], [-14.9847, -2.6187, -10.1738], [-26.5084, -2.8700, -16.8625], [-29.9764, 2.2328, -14.0137], [-26.2307, 4.3785, -11.6415], [-16.6937, -6.0007, -8.9731], [-18.9239, -6.8844, -11.8258], [-24.5164, 5.6177, -5.9788], [-24.4648, -3.4220, -5.3713], [-16.2923, -3.2695, -9.1987], [-14.5202, -5.2309, -13.5718], [-25.2762, 3.1100, -6.2917], [-14.9763, -6.0327, -8.5834], [-23.1762, 3.1261, -7.8693], [-13.3937, -3.0710, -11.8624], [-24.9872, 5.2953, -10.7111], [-24.0094, -5.3726, -9.1356], [-22.4945, -2.2063, -13.2323], [-21.9478, -7.1598, -13.2170], [-25.0805, 3.7527, -4.6318], [-14.6186, -3.5616, -8.6631], [-15.7482, 2.0404, -6.9103], [-25.4117, 6.9037, -10.0343], [-20.1102, 2.5850, -3.8761], [-27.9111, -6.8196, -7.7120], [-23.0310, 4.0637, -15.1600], [-17.0954, -3.4697, -14.4887], [-21.3501, 0.4497, -12.4597], [-24.2163, -7.0410, -8.9996], [-28.0775, 1.6004, -16.6488], [-25.0135, -0.5874, -13.8573], [-19.8523, 5.0382, -4.1794], [-16.1142, -1.9221, -13.5814], [-28.6579, -4.4007, -7.9279], [-15.6571, -7.0495, -9.8182], [-19.1984, 4.6586, -11.4014], [-22.2076, 7.3768, -5.9892], [-24.8302, -1.1006, -12.1525], [-26.9548, 1.4904, -11.3460], [-27.5228, -5.2128, -4.3177], [-24.6877, 4.2272, -15.7274], [-25.9762, -4.0049, -9.5286], [-25.0858, -7.0234, -6.2691], [-27.3566, -4.9583, -9.8583], [-26.8088, -1.1662, -19.9538], [-12.5145, -4.2535, -12.4442], [-23.3577, 1.5718, -6.9430], [-22.3666, 1.5833, -4.7124], [-26.0784, 0.0787, -10.7354], [-26.2769, -4.5509, -16.7302], [-15.2563, -1.6905, -12.1441], [-23.1068, 0.7312, -13.8902]],
  "e_lumo_ev": 0.008,
  "spin_multiplicity": 1,
  "relative_energy_kcal_mol": 26.20,
  "homo_lumo_gap_ev": 8.22
}

---

(2)
{
  "formula": "C6H36NO12",
  "method": "the ωB97M-V functional and the def2-TZVPD basis",
  "symbols": ["O", "O", "O", "O", "O", "O", "O", "O", "O", "O", "O", "O", "N", "C", "C", "C", "C", "C", "C", "H", "H", "H", "H", "H", "H", "H", "H", "H", "H", "H", "H", "H", "H", "H", "H", "H", "H", "H", "H", "H", "H", "H", "H", "H", "H", "H", "H", "H", "H", "H", "H", "H", "H", "H", "H"],
  "coordinates": [[1.6925, -1.0698, -3.1846], [0.6778, 1.3543, -1.2441], [1.9833, 3.6116, -2.3580], [-1.5230, -2.6493, 1.7532], [-0.8697, -0.7426, -4.3095], [-2.2774, 3.2097, -2.5766], [0.5302, -3.0031, -1.1251], [0.2580, -4.5496, 0.9688], [4.6948, -0.8286, -0.1430], [-3.2974, -0.8287, -0.2003], [-3.7605, 1.8638, 1.0273], [-0.8819, 3.7282, 1.9453], [-1.4251, 1.1563, 0.0927], [1.7339, -1.1722, 2.1721], [3.0075, -0.8811, 2.0124], [0.9188, 0.6818, -0.0063], [-0.4322, 0.1748, 0.5555], [0.7886, -0.2034, 2.8429], [-0.5331, -0.0606, 2.0692], [0.7821, -2.5551, -1.9441], [-4.3464, 1.1184, 0.8212], [3.7965, -1.4248, 1.5365], [-3.6353, -1.4768, -0.8370], [-0.6304, -1.6736, -4.3825], [1.2240, -1.9992, 1.7107], [4.7673, -1.1027, -1.0691], [-1.2644, -3.5944, 1.7403], [0.6543, -0.5265, 3.8929], [-2.7628, 2.5155, -3.0211], [-1.5590, 1.8994, 0.7785], [-1.1802, -0.8969, 2.3266], [-2.7078, 4.0578, -2.4760], [4.9513, -1.6668, 0.2649], [1.0646, -0.4644, -2.7701], [3.5595, 0.0029, 2.3308], [-0.3465, -0.3447, -5.0137], [1.2484, 0.7895, 2.9133], [-1.9744, -2.3121, 2.5262], [-0.1240, -2.4464, -0.7000], [0.7894, -3.7577, 1.0196], [-1.1020, 1.6952, -0.7406], [-1.8120, 3.5172, 1.8329], [-1.1160, 0.6596, 2.6739], [0.4968, -5.0973, 0.2210], [-0.6006, -0.8394, 0.1591], [-3.5852, 1.6436, 1.9546], [1.2988, 1.4281, 0.7196], [1.0681, 3.6657, -2.6470], [2.2473, 4.3717, -1.8362], [-2.3662, 0.7761, -0.0788], [1.5625, -0.1490, -0.2296], [-2.8721, -1.4524, 0.4170], [-0.7935, 4.5761, 2.3874], [2.5391, -0.6319, -3.2958], [1.4435, 1.9039, -1.4773]],
  "e_lumo_ev": -2.570,
  "total_charge": 1,
  "spin_multiplicity": 1,
  "relative_energy_kcal_mol": 41.18,
  "homo_lumo_gap_ev": 9.53
}

---

(3)
{
  "formula": "C20H49BFINO6S6",
  "method": "the ωB97M-V functional and the def2-TZVPD basis",
  "symbols": ["I", "S", "S", "S", "S", "S", "S", "F", "O", "O", "O", "O", "O", "O", "N", "C", "C", "C", "C", "C", "C", "C", "C", "C", "C", "C", "C", "C", "C", "C", "C", "C", "C", "C", "C", "B", "H", "H", "H", "H", "H", "H", "H", "H", "H", "H", "H", "H", "H", "H", "H", "H", "H", "H", "H", "H", "H", "H", "H", "H", "H", "H", "H", "H", "H", "H", "H", "H", "H", "H", "H", "H", "H", "H", "H", "H", "H", "H", "H", "H", "H", "H", "H", "H", "H"],
  "coordinates": [[0.4395, -2.5251, -3.5201], [3.0715, 1.1123, 0.3387], [-6.4107, 1.4116, -1.4484], [7.4642, 3.2983, -2.9253], [-2.8129, -2.3365, 3.0055], [-3.7602, -2.9841, 9.0534], [3.3396, -6.2876, -3.4059], [-3.1112, 0.6948, 0.9402], [-4.5294, -2.8434, 7.7733], [-2.0619, -3.3256, 2.1642], [-2.3725, 2.0758, -1.6106], [1.9714, 0.2519, -0.2087], [4.0907, -7.2767, -4.2471], [6.3726, 2.8243, -2.0120], [-3.9338, 0.8794, -3.1979], [4.5973, 0.1411, 0.2906], [-5.0531, 0.9507, -2.4066], [-2.0516, -0.0017, 0.1744], [-1.9998, -2.9443, 8.6377], [1.1066, -0.4297, -3.6141], [-1.7755, 4.6044, -1.7442], [-2.6085, 3.3069, -2.3787], [-1.4191, 0.6222, -3.5097], [-2.9729, -3.0428, 4.6635], [-3.7906, -1.3780, 9.8858], [3.5510, 2.2754, -0.9616], [7.9118, 4.9750, -2.4140], [-2.5247, -0.4499, -1.3592], [-2.1166, 4.8572, -0.1504], [-4.5648, -2.4751, 2.5750], [1.5878, -6.4263, -3.8363], [0.0772, 0.6276, -2.8379], [6.6937, 3.7809, -4.4896], [-3.7074, 5.0761, 0.1804], [3.1796, -6.9939, -1.7479], [-2.6492, 0.8561, -2.3927], [-1.6670, 3.9955, 0.5308], [-1.6800, -0.3803, -4.0970], [-1.7758, -1.0017, 0.7648], [3.7673, 1.7339, -1.8858], [-3.7954, 5.6715, 1.2109], [4.4307, 2.8380, -0.6416], [2.1804, -0.4104, -3.0958], [0.1029, 0.4386, -1.6803], [5.4421, 0.7750, 0.5690], [0.5680, 1.7026, -3.0061], [-1.7561, -3.8463, 8.0715], [-3.5105, -1.0735, -1.2716], [-2.4298, 3.2203, -3.5314], [1.4528, -6.0722, -4.8611], [2.7224, 2.9663, -1.1325], [1.2679, -7.4688, -3.7684], [-4.8847, -3.5176, 2.6429], [8.3816, 4.9241, -1.4292], [-0.6305, 4.3687, -1.8428], [-4.6998, -2.1211, 1.5503], [-3.3919, -4.0501, 4.6014], [7.4417, 4.2440, -5.1370], [2.7606, -8.0012, -1.8099], [4.5095, -0.6794, 1.0067], [-5.1570, -1.8558, 3.2524], [8.6189, 5.3983, -3.1305], [-1.7796, -2.0641, 8.0289], [-3.1397, -1.4090, 10.7622], [2.5344, -6.3558, -1.1403], [-4.8150, -1.1706, 10.2034], [4.7485, -0.2675, -0.7113], [-2.0938, 5.5668, -2.3591], [-1.4159, 1.4708, -4.3463], [1.2150, -0.1482, -4.7686], [4.1718, -7.0421, -1.2936], [-1.0843, 0.6571, 0.1812], [-4.2354, 4.0297, 0.3940], [-1.5659, 5.8649, 0.1641], [7.0167, 5.5992, -2.3562], [-4.3139, 5.6467, -0.6422], [-1.6858, -1.2204, -1.7169], [-3.4589, -0.5952, 9.1992], [-1.4086, -2.9231, 9.5560], [-3.6182, -2.4047, 5.2711], [0.9956, -5.8069, -3.1590], [-3.7587, 3.6000, -2.2507], [5.8746, 4.4793, -4.3027], [6.3012, 2.8841, -4.9747], [-1.9807, -3.0909, 5.1178]],
  "e_lumo_ev": 1.664,
  "total_charge": -1,
  "spin_multiplicity": 1,
  "homo_lumo_gap_ev": 6.32
}

---

(4)
{
  "formula": "C16H26O2",
  "method": "the ωB97M-V functional and the def2-TZVPD basis",
  "symbols": ["O", "O", "C", "C", "C", "C", "C", "C", "C", "C", "C", "C", "C", "C", "C", "C", "C", "C", "H", "H", "H", "H", "H", "H", "H", "H", "H", "H", "H", "H", "H", "H", "H", "H", "H", "H", "H", "H", "H", "H", "H", "H", "H", "H"],
  "coordinates": [[-2.5411, 1.3226, -0.4404], [-1.4286, -0.8066, -2.8803], [-2.4021, -0.9701, -2.1657], [-1.3082, 0.3293, 1.3277], [0.9908, -0.4464, 2.0401], [3.0107, 0.2118, 0.5704], [-2.5667, -0.9982, -0.6371], [0.2083, 0.2630, 0.9361], [3.4343, -1.3132, 2.5822], [-2.1210, 0.2905, 0.1250], [-4.1443, -1.0733, -0.4433], [0.8716, 1.5315, 0.5950], [-4.7622, -1.1377, -1.9369], [2.5090, -0.1657, 2.0287], [-3.6613, -1.1404, -2.9903], [3.1589, 2.5903, -0.2599], [1.9587, 0.6836, -1.5892], [2.2148, 1.2455, -0.1747], [0.7155, -1.5417, 1.9485], [2.7293, 0.5902, 2.6899], [4.3183, -0.9140, 2.9714], [-5.4568, -1.8974, -2.0907], [2.5394, 3.5122, -0.4469], [4.0228, 0.4344, 0.3878], [3.7145, -2.0829, 1.8373], [-3.6179, -2.1006, -3.4256], [-1.6100, -0.4152, 1.9692], [-4.4256, -2.0843, -0.0364], [-1.3741, 1.3396, 1.8333], [1.5114, -0.2862, -1.6049], [2.9421, -1.9030, 3.4832], [3.7413, 2.4380, -1.1383], [2.8036, -0.7726, 0.0832], [2.8915, 0.6223, -2.0185], [3.7369, 2.6775, 0.5817], [-3.8639, -0.3566, -3.7778], [-5.3118, -0.2290, -2.1259], [0.8971, 2.1774, 1.4743], [-4.6266, -0.3807, 0.1778], [1.3317, 1.2320, -2.2085], [0.6341, -0.2352, 2.9915], [-2.0695, -1.9178, -0.2191], [0.1482, 2.0317, -0.0562], [0.2569, -0.3545, 0.0323]],
  "e_lumo_ev": 0.737,
  "smiles": "C[C@@H]1C[C@@H](CC(=O)[C@H]2CCCC2=O)CC(C)(C)C1",
  "spin_multiplicity": 1,
  "relative_energy_kcal_mol": 88.58,
  "homo_lumo_gap_ev": 10.18
}